Arrangement one

C8H10O2 | the ωB97M-V functional and the def2-TZVPD basis

Structure (ORCA input):
```
! RIJCOSX wB97M-V def2-TZVPD def2/J DEFGRID3
* xyz 0 1
O -0.1792 -1.6400 1.8443
O 0.2817 -2.2350 -0.2942
C -0.9386 1.4862 -1.4709
C -2.8237 -1.0750 -0.4986
C 0.4699 1.0337 1.5440
C 1.8450 0.1226 -0.3902
C 0.4728 0.1658 0.2852
C -1.7167 -0.6963 -0.1895
C -0.0753 -1.3080 0.6699
C -0.6119 0.5321 -0.6355
H 1.1313 -2.6855 -0.3101
H 1.8146 -0.4018 -1.3438
H 0.7209 2.0648 1.2971
H 2.2097 1.1373 -0.5534
H -0.3024 2.3603 -1.5341
H -0.5128 1.0336 2.0122
H 1.1676 0.6090 2.2637
H -1.7686 1.3951 -2.1524
H -3.7313 -1.5163 -0.8173
H 2.5469 -0.3828 0.2736
*
```

Properties
Kohn-Sham gap (alpha / beta) = 8.84 / 8.84 eV



Arrangement two

C8H10O2 | the ωB97M-V functional and the def2-TZVPD basis

Structure (ORCA input):
```
! RIJCOSX wB97M-V def2-TZVPD def2/J DEFGRID3
* xyz 0 1
O 1.6518 2.4006 0.8734
O -1.7289 -2.2083 -0.1301
C 0.2500 0.6374 -0.0320
C 0.2383 2.8941 -1.1069
C -0.3351 -1.9701 -0.1139
C 0.5351 2.0877 0.1309
C 0.3926 -2.8732 -1.0267
C -1.0832 -2.7193 1.0037
C -0.0231 -0.5539 -0.0916
C 0.4573 2.6526 1.5571
H 0.2216 3.6616 1.7014
H -0.3378 -3.3396 -1.7807
H 1.2313 -2.4678 -1.6216
H 0.9318 -3.7012 -0.4409
H -1.1146 -3.8017 1.1189
H 0.3480 2.4200 -2.1410
H 0.6414 3.8377 -1.0334
H -0.7966 3.0632 -1.0694
H -1.5419 -2.0792 1.7730
H 0.0620 2.0595 2.4299
*
```

Properties
Kohn-Sham gap = 10.50 eV
SMILES = C[C@]1(C#C[C@@]2(C)CO2)CO1



Arrangement three

C8H10O2 | the ωB97M-V functional and the def2-TZVPD basis

Structure (ORCA input):
```
! RIJCOSX wB97M-V def2-TZVPD def2/J DEFGRID3
* xyz 0 1
O 1.8005 1.2825 -1.0901
O 1.1835 -0.7810 -0.8217
C 1.9406 0.2678 -0.5023
C -2.5277 -0.1497 -0.8319
C -1.2174 1.1918 0.6419
C -2.2788 1.1047 -0.2270
C -0.5854 0.1247 1.2389
C -1.7355 -1.1546 -0.4628
C -0.8205 -1.0788 0.5816
C 2.9622 -0.2095 0.4984
H -3.0853 -0.1004 -1.7449
H 3.5028 0.7949 0.7254
H 2.4699 -0.6966 1.3321
H 0.5629 -0.3293 -1.5276
H -0.0754 0.3197 2.2560
H -1.1200 2.2181 0.8807
H -0.1116 -1.9469 0.7181
H -1.9270 -2.0670 -1.0270
H -2.6336 2.0858 -0.4968
H 3.6959 -0.8760 -0.1408
*
```

Properties
Kohn-Sham gap = 9.82 eV
SMILES = c1ccccc1.CC(=O)O



Last place for stability: arrangement two



Arrangement one

C4H13O4 | the ωB97M-V functional and the def2-TZVPD basis

Structure (ORCA input):
```
! RIJCOSX wB97M-V def2-TZVPD def2/J DEFGRID3
* xyz -1 1
O -0.2902 -4.1099 1.1133
O 0.2758 1.1536 1.0111
O -1.3874 2.8870 -1.5484
O -0.2677 3.6857 0.5598
C 0.9887 -0.6118 -0.4902
C -0.0039 0.5243 -0.1461
C -0.3644 -2.5520 0.4874
C 0.9947 -1.8083 0.5319
H -0.9926 -0.0315 -0.0912
H 1.2193 -1.5531 1.5882
H -0.0951 -3.7192 0.0073
H 1.7325 -2.5103 0.2104
H -0.0632 2.1721 1.0043
H -0.9048 -2.5014 -0.4033
H 1.9730 -0.2336 -0.7774
H 0.6473 -1.0612 -1.4567
H -1.1068 3.3769 -2.2939
H -0.1080 1.1807 -0.9986
H -0.3908 4.4394 1.1905
H -0.9326 3.2927 -0.7544
H -0.9238 -2.0199 1.2559
*
```

Properties
Kohn-Sham gap = 7.84 eV



Arrangement two

C4H13O4 | the ωB97M-V functional and the def2-TZVPD basis

Structure (ORCA input):
```
! RIJCOSX wB97M-V def2-TZVPD def2/J DEFGRID3
* xyz -1 1
O -2.1080 -1.5753 0.8775
O 1.5169 0.1988 -0.6417
O 1.9321 1.8096 -2.4753
O 0.7899 -2.1289 -1.1899
C 0.2621 0.2888 1.4018
C -2.2900 -0.1325 0.8383
C -1.2169 0.5029 1.8240
C 0.7045 1.0163 0.0467
H 1.9436 2.5484 -1.8637
H 1.0438 -1.1019 -1.0132
H 0.2693 -2.1246 -1.9193
H -1.3452 -1.6734 0.4195
H -1.4175 1.6553 2.1002
H 1.9005 1.0976 -1.8384
H -0.1974 1.1357 -0.5748
H 1.0369 0.3406 2.1159
H 1.3058 1.9148 0.2547
H -2.2271 0.2920 -0.2038
H -1.3411 0.0793 2.7792
H -3.2369 0.1154 1.2542
H 0.4595 -0.7664 1.2606
*
```

Properties
Kohn-Sham gap = 7.87 eV



Last place for stability: arrangement one



Arrangement one

C2H8NO2 | the ωB97M-V functional and the def2-TZVPD basis

Structure (ORCA input):
```
! RIJCOSX wB97M-V def2-TZVPD def2/J DEFGRID3
* xyz 1 1
O 1.5648 -1.1647 0.1007
O 0.0788 -0.9779 -1.5128
N 1.0199 1.0794 -0.9147
C 0.6131 -0.4837 -0.4729
C -1.2652 -0.3900 1.6546
H 0.5144 -1.3469 -2.3089
H -0.7286 -0.6773 2.4901
H 0.2189 1.6522 -0.4998
H -1.7610 0.6595 1.5067
H 1.6642 -1.9771 -0.4163
H 1.1913 1.1764 -1.9003
H -1.9206 -1.1786 1.1214
H 1.8201 1.4643 -0.4475
*
```

Properties
Kohn-Sham gap (alpha / beta) = 7.98 / 9.81 eV



Arrangement two

C2H8NO2 | the ωB97M-V functional and the def2-TZVPD basis

Structure (ORCA input):
```
! RIJCOSX wB97M-V def2-TZVPD def2/J DEFGRID3
* xyz 1 1
O -1.8022 -1.9000 -0.4094
O 0.2012 -0.9847 0.2119
N 0.4850 1.6765 -0.1147
C 1.7407 2.4418 -0.0606
C -0.7464 -1.7743 0.3684
H 1.6547 3.5563 -0.1861
H -2.3883 -2.6549 -0.3334
H -0.7705 -2.3552 1.2276
H 0.5983 0.6409 0.2231
H 0.0744 1.7929 -1.0824
H 2.0581 2.3016 0.9518
H -0.1622 2.0519 0.5079
H 2.3821 2.0036 -0.7729
*
```

Properties
Kohn-Sham gap = 12.09 eV



Last place for stability: arrangement one



Arrangement one

C9H10O2 | the ωB97M-V functional and the def2-TZVPD basis

Structure (ORCA input):
```
! RIJCOSX wB97M-V def2-TZVPD def2/J DEFGRID3
* xyz 0 1
O -4.0195 -1.2395 -0.5424
O -2.1617 0.0015 0.0700
C -0.9802 0.6172 0.3928
C 0.5095 -1.3540 0.6667
C -0.9980 2.0947 0.5401
C 1.7484 -1.9929 0.4018
C 1.3308 0.6427 -0.5317
C 0.3075 -0.1011 0.1415
C -2.7102 -1.2368 -0.1614
C 2.5510 -0.0608 -0.7163
C 2.8065 -1.3617 -0.2438
H -1.9952 2.4254 0.7757
H 0.9884 1.5124 -1.1448
H 3.7440 -1.9141 -0.5349
H 2.1178 -2.8403 0.8601
H -1.9936 -1.9956 -0.4885
H 3.4700 0.4596 -1.1574
H -0.7220 2.6845 -0.2932
H -0.2941 2.3425 1.3159
H -0.2196 -1.9646 1.2660
H -4.4490 -0.3387 -0.5443
*
```

Properties
Kohn-Sham gap (alpha / beta) = 7.37 / 7.44 eV



Arrangement two

C9H10O2 | the ωB97M-V functional and the def2-TZVPD basis

Structure (ORCA input):
```
! RIJCOSX wB97M-V def2-TZVPD def2/J DEFGRID3
* xyz 0 1
O -1.2845 0.8644 -2.4000
O 1.9305 0.1074 -2.6767
C 1.6217 0.1049 2.1314
C -2.3369 -0.3443 -0.6361
C 2.1237 1.0742 1.1516
C 1.0247 -1.6466 0.5187
C 1.1018 -1.0997 1.8359
C 1.6677 -0.9514 -0.3137
C -1.2609 -0.0020 -1.3426
C 2.1135 0.4401 -0.1694
C 2.0775 -0.0671 -1.3736
H 0.8315 -1.6769 2.7609
H 2.1445 0.9631 -3.0066
H -3.3010 0.1599 -0.6472
H 0.6632 -2.6762 0.3438
H 1.7423 0.3202 3.2060
H -2.4227 -1.1398 0.0194
H -0.3202 -0.4013 -1.1858
H 3.0861 1.5877 1.5734
H -0.5017 1.4639 -2.2706
H 1.2328 1.8694 1.1375
*
```

Properties
Kohn-Sham gap = 7.59 eV
SMILES = OC1=C2CC=CC=C12.C=CO



Last place for stability: arrangement two



Arrangement one

C7H14N3 | the ωB97M-V functional and the def2-TZVPD basis

Structure (ORCA input):
```
! RIJCOSX wB97M-V def2-TZVPD def2/J DEFGRID3
* xyz 1 1
N -2.9448 -0.4025 0.4735
N -0.3021 -0.2182 0.0696
N -3.5768 -0.6743 -0.6776
C -3.6437 0.5830 1.0991
C -4.7508 0.0714 -0.8593
C 0.8104 -0.1557 0.8278
C -4.7770 0.8964 0.2481
C 3.0717 -0.8661 0.5575
C 2.1178 0.7512 -1.1529
C 2.1005 0.2854 0.3141
H -5.5016 1.6161 0.6577
H -0.1029 -0.0162 -0.9223
H 1.0097 -0.5444 1.8100
H 2.8521 1.4407 -1.4981
H 2.3382 0.9550 1.0826
H 1.1978 1.3132 -1.3700
H -3.2488 -1.5226 -1.1210
H -1.4298 -0.3683 0.2688
H 2.0999 -0.1213 -1.8950
H 3.9391 -0.6074 0.1315
H 3.1154 -1.1671 1.5958
H -3.2712 1.0649 1.9666
H -5.2389 -0.2743 -1.7372
H 2.7747 -1.8502 0.0615
*
```

Properties
Kohn-Sham gap = 9.47 eV



Arrangement two

C7H14N3 | the ωB97M-V functional and the def2-TZVPD basis

Structure (ORCA input):
```
! RIJCOSX wB97M-V def2-TZVPD def2/J DEFGRID3
* xyz 1 1
N 2.9787 -0.0254 -0.5155
N 1.3925 -0.1464 1.1465
N 3.9732 -0.3759 0.4237
C -2.7139 -0.6638 0.7174
C -3.0444 0.6337 0.0594
C -1.3607 -0.9868 0.1293
C 0.5376 -0.0217 -1.1462
C 1.7073 -0.0329 -0.1696
C -1.6903 1.2813 -0.4331
C -0.8038 0.0099 -0.5330
H 2.2813 -0.2086 1.7532
H -2.7213 -0.5806 1.8862
H -2.0582 1.6463 -1.3633
H -0.7685 -1.8858 0.3354
H -3.6796 0.4072 -0.8396
H 0.6663 0.7903 -1.7846
H 4.2200 0.5672 0.7987
H -3.2265 -1.6312 0.5013
H 0.5308 -0.4938 1.4151
H 3.2730 0.0301 -1.4943
H 0.5969 -0.9534 -1.7297
H -3.5483 1.3596 0.7581
H 4.7919 -0.9616 0.0621
H -1.3336 2.2424 0.0224
*
```

Properties
Kohn-Sham gap = 9.64 eV
SMILES = N/[NH+]=C(\N)CC1=CCCC1



Arrangement three

C7H14N3 | the ωB97M-V functional and the def2-TZVPD basis

Structure (ORCA input):
```
! RIJCOSX wB97M-V def2-TZVPD def2/J DEFGRID3
* xyz 1 1
N -1.1213 0.1826 0.3562
N 3.5174 -0.1808 0.0629
N 1.1230 -0.2203 0.1047
C 2.3463 -1.0073 0.4731
C -4.2280 -0.0383 -0.7827
C 3.4832 1.2481 -0.2513
C 0.0363 -0.4650 0.7127
C -3.6098 0.6801 0.4367
C 3.7013 0.3370 -1.2971
C -2.3143 -0.0171 0.8070
H -0.0924 -1.2422 1.4179
H 4.2951 1.9339 0.0756
H 4.3029 -0.4645 0.5301
H -3.4053 0.2620 -1.5856
H 2.3977 -1.0850 1.5865
H -4.4138 0.4733 1.1170
H -5.0515 0.5588 -1.1263
H 4.7236 0.0690 -1.6355
H -4.3814 -0.9883 -0.5963
H -2.2767 -0.7448 1.6184
H 3.0163 -0.0003 -1.9764
H 2.3697 -2.0103 -0.0059
H -0.9825 0.9602 -0.3013
H -3.4357 1.7593 0.2597
*
```

Properties
Kohn-Sham gap (alpha / beta) = 4.35 / 4.35 eV



Arrangement four

C7H14N3 | the ωB97M-V functional and the def2-TZVPD basis

Structure (ORCA input):
```
! RIJCOSX wB97M-V def2-TZVPD def2/J DEFGRID3
* xyz 1 1
N 0.1247 2.8157 -0.8574
N -1.7547 -0.8970 -0.1629
N 0.6903 -0.1911 -0.6969
C 1.7003 -0.3659 -0.0289
C 2.5949 -1.5284 -0.2098
C 2.1560 0.6783 0.8996
C -1.5825 1.4653 0.3262
C -0.4088 1.7622 -0.2785
C -2.1776 0.2212 0.4179
C -2.6007 -2.1409 -0.0799
H 2.5231 -2.1155 0.6362
H -1.9425 -2.9935 -0.5628
H 1.5783 1.5839 0.7822
H -3.5180 -2.0305 -0.5941
H -2.2712 2.2726 0.5352
H -0.8566 -0.8354 -0.6166
H 0.9665 2.6512 -1.5123
H 2.2701 0.3055 1.8650
H 3.5984 -1.2269 -0.2523
H -3.2484 0.3047 0.5672
H -0.3934 3.7426 -0.8458
H 2.3256 -2.1522 -1.0573
H -2.9193 -2.2408 0.8952
H 3.1455 0.9153 0.8308
*
```

Properties
Kohn-Sham gap (alpha / beta) = 8.29 / 8.29 eV



Last place for stability: arrangement three